{"formula": "C30H33N5O4PmS2", "method": "ωB97M-V/def2-TZVPD", "species": ["Pm", "N", "C", "C", "N", "H", "H", "H", "H", "H", "H", "H", "H", "O", "N", "O", "C", "C", "C", "C", "C", "C", "N", "C", "C", "N", "C", "C", "C", "C", "H", "H", "H", "H", "H", "H", "H", "O", "S", "C", "C", "C", "C", "S", "O", "C", "C", "C", "C", "C", "C", "C", "C", "C", "C", "C", "C", "H", "H", "H", "H", "H", "H", "H", "H", "H", "H", "H", "H", "H", "H", "H", "H", "H", "H"], "positions_angstrom": [[-0.11852, 0.29362, 0.13179], [-1.97729, 1.59407, 1.46283], [-2.58173, 2.68691, 0.64802], [-1.46246, 3.37656, -0.11413], [-0.65747, 2.54212, -1.00240], [-2.70187, 0.84426, 1.59278], [-1.72324, 1.89592, 2.40268], [-2.95800, 3.54438, 1.24449], [-3.35850, 2.22784, -0.03209], [-0.77944, 3.88083, 0.55212], [-1.90690, 4.21170, -0.72753], [0.22674, 3.02929, -1.29345], [-1.19913, 2.36711, -1.86027], [0.17317, -0.89439, 7.93068], [0.14574, -1.65837, 6.95781], [-0.00270, -2.86108, 7.05598], [0.30451, -0.91502, 5.72995], [0.50069, 0.45958, 5.81365], [0.98347, 1.17069, 4.66747], [1.63950, 2.37528, 4.73696], [2.16191, 2.92086, 3.55135], [1.96398, 2.28722, 2.33570], [1.14057, 1.27010, 2.20784], [0.81444, 0.55238, 3.32673], [0.21086, -0.74953, 3.29155], [-0.09756, -1.22626, 2.05096], [-0.72123, -2.41296, 1.89314], [-1.05707, -3.16925, 3.01346], [-0.61940, -2.79651, 4.32531], [0.08371, -1.58276, 4.45173], [0.54706, 0.98683, 6.75461], [1.74683, 2.92809, 5.67732], [2.67101, 3.89029, 3.54996], [2.32325, 2.67048, 1.41051], [-1.03752, -2.79155, 0.93950], [-1.87760, -3.83761, 2.84748], [-0.78594, -3.53263, 5.14329], [1.64422, 0.13898, -1.22261], [2.52757, -0.02406, -2.48756], [2.17957, -1.75190, -3.27017], [0.74019, -2.25364, -2.98563], [-0.35259, -1.32361, -3.63478], [-1.67397, -2.05272, -3.41228], [-2.71561, -1.29151, -2.05322], [-1.71980, -0.57446, -1.10364], [-3.75642, -0.04241, -2.89093], [-5.16484, -0.17141, -2.62871], [-6.06321, 0.59946, -3.33051], [-5.70256, 1.34388, -4.40892], [-4.33705, 1.47464, -4.71389], [-3.38477, 0.80705, -3.89837], [4.17543, -0.33338, -1.79216], [4.16852, -1.01817, -0.59692], [5.38405, -1.39122, -0.05217], [6.56871, -1.00621, -0.70253], [6.52183, -0.46394, -1.94245], [5.32737, 0.03927, -2.46244], [2.90051, -2.44245, -2.76973], [2.34773, -1.64163, -4.34499], [0.62530, -2.34068, -1.93595], [0.68665, -3.31869, -3.28377], [-0.20633, -1.22944, -4.69143], [-0.26573, -0.31084, -3.23065], [-1.44035, -3.09563, -3.06834], [-2.29467, -2.04253, -4.31783], [-5.51486, -0.89084, -1.88451], [-7.13260, 0.33872, -3.10323], [-6.35124, 1.97407, -5.03475], [-4.00448, 1.97596, -5.62963], [-2.38679, 1.01389, -4.25323], [3.16344, -1.39119, -0.17948], [5.25218, -1.95275, 0.84045], [7.55217, -1.22444, -0.31473], [7.46935, -0.32708, -2.45805], [5.21917, 0.62242, -3.41806]], "atomic_forces_ev_per_a": [[0.384, 0.696, 0.241], [-1.107, -1.299, 0.011], [0.485, 0.245, -0.401], [-0.741, 1.847, -1.337], [0.933, -0.595, -0.775], [0.791, 0.998, 0.105], [-0.101, 0.117, -0.177], [-0.536, -0.984, -0.094], [0.745, 0.742, 0.776], [0.143, 0.014, 0.567], [0.205, -0.668, 0.701], [-1.286, -0.426, 0.268], [0.438, 0.063, 0.299], [-0.073, -1.229, -0.561], [-0.297, 1.237, 3.319], [0.261, 0.592, -1.061], [-0.178, 1.141, -1.474], [1.121, -1.759, -0.236], [-0.957, -2.372, -2.422], [0.639, 1.804, -0.880], [0.326, 0.446, 1.097], [-1.082, 0.640, 0.479], [-0.043, -2.921, 0.187], [0.040, 2.316, 2.540], [0.206, -1.459, -0.828], [-0.363, -0.580, -0.549], [0.419, 0.858, 2.221], [-0.036, 1.258, 1.293], [-0.185, -1.551, -2.047], [-0.665, 1.427, 0.262], [-0.119, -0.318, 0.194], [-0.043, -0.328, -0.327], [0.028, -0.544, 0.178], [0.396, 0.601, -0.460], [0.100, 0.366, -0.614], [0.296, -1.146, 0.327], [-0.007, 1.171, -0.505], [-0.295, -0.512, -0.281], [0.924, -0.404, -0.772], [-0.254, -0.316, 1.583], [0.968, 1.138, -1.563], [0.778, -1.539, 1.010], [-0.338, 0.478, 0.613], [-1.042, 0.026, -0.940], [0.067, -0.063, -0.382], [-1.379, -1.081, 0.778], [2.015, -0.331, 0.520], [-2.448, -1.938, 0.883], [1.489, 2.051, -1.464], [-0.006, -1.023, 0.917], [0.105, 1.329, -2.180], [-1.082, 0.494, -0.356], [-1.183, -1.287, 0.288], [-0.683, 0.845, -0.274], [-0.296, -1.507, 1.194], [0.392, 1.713, -1.187], [-0.758, -0.115, -1.335], [-0.332, 0.626, -0.688], [0.287, 0.157, 0.254], [-0.384, 0.305, 1.350], [-0.068, 0.630, -0.520], [0.313, -0.054, -0.664], [-0.312, -0.137, 0.164], [-0.756, 0.920, -0.343], [-0.081, -0.210, 0.454], [0.088, 0.273, -0.217], [1.034, 0.867, -0.300], [-0.257, -0.818, 0.487], [-0.119, 0.067, 0.629], [0.542, -0.503, 0.413], [1.860, 0.674, -0.417], [0.926, -0.359, 0.764], [-0.089, -0.295, 0.305], [-0.282, 0.251, -0.071], [0.518, -0.755, 1.031]], "mulliken_spin": [4.015, -0.004, 0.000, 0.000, -0.006, 0.001, 0.001, 0.000, 0.000, 0.000, 0.000, 0.001, 0.001, 0.000, 0.000, 0.000, 0.000, 0.000, -0.001, 0.001, 0.000, -0.002, -0.002, 0.000, -0.002, -0.002, 0.000, -0.001, 0.001, -0.001, 0.000, 0.000, 0.000, 0.000, 0.000, 0.000, 0.000, -0.001, 0.000, 0.000, 0.000, 0.000, 0.000, -0.001, -0.001, 0.001, -0.001, 0.000, 0.000, 0.000, 0.000, 0.000, -0.001, 0.000, 0.000, 0.000, 0.000, 0.000, 0.000, 0.001, 0.000, 0.000, 0.002, 0.000, 0.000, 0.000, 0.000, 0.000, 0.000, 0.000, 0.000, 0.000, 0.000, 0.000, 0.000], "homo_lumo_gap_ev": [7.86, 7.87], "relative_energy_ev": 0.000, "mol_weight_g_mol": 736.8, "e_tot_ev": -85485.2091, "homo_energy_ev": [-16.664, -16.665], "charge": 3, "spin_multiplicity": 5}